{
  "formula": "C3H8NO",
  "method": "ωB97M-V with the def2-TZVPD basis set",
  "e_lumo_ev": 4.6,
  "fmax_ev_per_a": 0.6,
  "homo_lumo_gap_ev": 6.819,
  "smiles": "C[C@@H](N)C[O-]",
  "multiplicity": 1,
  "energy_ev": -6777.843,
  "charge": -1,
  "symbols": ["C", "C", "N", "C", "O", "H", "H", "H", "H", "H", "H", "H", "H"],
  "positions_angstrom": [[1.18398, -0.57503, -0.62947], [0.03279, -0.22766, 0.30763], [0.42256, 0.91509, 1.16373], [-1.28385, 0.10839, -0.46064], [-2.38311, 0.08742, 0.27997], [1.50572, 0.34125, -1.12857], [2.03401, -0.96168, -0.05082], [0.90882, -1.31595, -1.37946], [-0.20255, -1.09189, 0.92960], [0.44601, 0.59561, 2.12493], [-0.35604, 1.56923, 1.11532], [-1.03375, 1.12394, -0.91104], [-1.27460, -0.56871, -1.36117]],
  "forces_ev_per_angstrom": [[0.23, 0.18, 0.35], [-0.15, -0.04, -0.41], [-0.08, -0.14, 0.07], [0.57, 0.15, -0.10], [-0.24, 0.09, 0.20], [0.07, -0.04, -0.11], [0.00, 0.09, -0.16], [-0.11, -0.09, -0.02], [-0.08, -0.17, 0.09], [-0.02, 0.16, 0.02], [-0.02, -0.07, 0.14], [-0.06, 0.00, -0.10], [-0.12, -0.13, 0.04]]
}

***

{
  "formula": "C3H8NO",
  "method": "ωB97M-V with the def2-TZVPD basis set",
  "e_lumo_ev": 4.3,
  "fmax_ev_per_a": 1.3,
  "homo_lumo_gap_ev": 6.471,
  "smiles": "CCNC[O-]",
  "multiplicity": 1,
  "energy_ev": -6777.633,
  "charge": -1,
  "symbols": ["C", "C", "N", "C", "O", "H", "H", "H", "H", "H", "H", "H", "H"],
  "positions_angstrom": [[-0.75253, -0.75454, -1.86146], [0.26276, -0.70516, -0.72622], [-0.36142, -0.51521, 0.57358], [0.43085, 0.45721, 1.40795], [0.52396, 1.69084, 0.92580], [-0.20960, -0.94022, -2.79589], [-1.28761, 0.18885, -1.93807], [-1.48228, -1.55967, -1.71897], [0.97379, 0.10241, -0.94226], [0.89684, -1.57810, -0.76924], [-1.32262, -0.27921, 0.36300], [1.43392, -0.04106, 1.43666], [-0.01191, 0.38278, 2.42810]],
  "forces_ev_per_angstrom": [[0.43, -0.32, -0.03], [0.03, 0.68, -0.24], [0.37, -1.12, -0.50], [-0.10, 0.64, -0.49], [-0.21, 0.13, 0.09], [-0.25, 0.03, -0.07], [-0.04, 0.13, -0.02], [0.03, 0.02, 0.01], [-0.27, 0.36, 0.10], [0.08, -0.87, 0.17], [0.02, 0.74, 0.64], [-0.05, -0.33, 0.28], [-0.04, -0.10, 0.07]]
}

***

{
  "formula": "C3H8NO",
  "method": "ωB97M-V with the def2-TZVPD basis set",
  "e_lumo_ev": [0.9, -1.7],
  "fmax_ev_per_a": 2.3,
  "homo_lumo_gap_ev": [10.459, 7.789],
  "s2": 0.754,
  "multiplicity": 2,
  "energy_ev": -6775.547,
  "charge": 0,
  "symbols": ["C", "O", "C", "C", "N", "H", "H", "H", "H", "H", "H", "H", "H"],
  "positions_angstrom": [[-1.03908, -0.88607, 0.37768], [-1.36338, -0.67299, 1.67686], [0.23317, -0.15076, -0.11563], [0.22475, 1.11372, -1.02587], [1.24861, -0.02445, 0.92182], [-1.82683, -0.64055, -0.36878], [-0.91241, -1.96489, 0.21081], [0.66653, -0.75225, -0.94065], [0.02507, 2.06135, -0.51408], [1.17773, 1.19134, -1.53818], [-0.60690, 1.02409, -1.73593], [1.31181, -0.89857, 1.43014], [0.86094, 0.60002, 1.62179]],
  "forces_ev_per_angstrom": [[0.40, 1.38, -1.13], [-0.40, -0.13, -0.39], [1.67, -0.39, -1.60], [-1.62, 0.40, 1.10], [-0.30, 0.22, 0.14], [-0.45, -0.12, 0.67], [0.05, -0.23, 0.33], [-0.17, -0.89, 0.87], [0.17, -0.08, 0.22], [-0.01, -0.05, -0.03], [0.33, -0.11, -0.19], [0.19, -0.22, -0.07], [0.14, 0.23, 0.07]]
}

***

{
  "formula": "C3H8NO",
  "method": "ωB97M-V with the def2-TZVPD basis set",
  "e_lumo_ev": [0.8, -2.1],
  "fmax_ev_per_a": 3.2,
  "homo_lumo_gap_ev": [9.658, 6.767],
  "s2": 0.755,
  "multiplicity": 2,
  "energy_ev": -6773.401,
  "charge": 0,
  "symbols": ["C", "O", "H", "H", "H", "C", "C", "N", "H", "H", "H", "H", "H"],
  "positions_angstrom": [[-2.35053, 0.83909, -1.12882], [-1.79516, -0.34364, -0.78965], [-1.97193, 1.86981, -0.69385], [-2.18484, 0.93925, -2.24667], [-3.53073, 0.87604, -0.97386], [2.08563, 0.35005, 0.74952], [0.78147, -1.67806, 0.56128], [1.96320, -1.15811, 0.67382], [2.74328, 0.56325, 1.65623], [1.10746, 0.80074, 0.99627], [2.68961, 0.55497, -0.10673], [0.55229, -2.55196, 1.15601], [-0.08975, -1.06143, 0.14645]],
  "forces_ev_per_angstrom": [[-2.13, 1.61, -1.80], [0.05, 0.46, 0.89], [-0.15, -2.24, -0.26], [-0.15, 0.39, 0.91], [2.22, -0.15, 0.17], [0.49, -2.25, 1.19], [0.77, 3.08, 0.34], [-1.77, -0.14, 1.64], [-0.77, -0.47, -1.11], [0.43, 0.24, -1.01], [-0.15, 1.32, -0.75], [0.20, -1.02, -1.04], [0.96, -0.81, 0.83]]
}

***

{
  "formula": "C3H8NO",
  "method": "ωB97M-V with the def2-TZVPD basis set",
  "e_lumo_ev": [0.4, 0.4],
  "fmax_ev_per_a": 3.7,
  "homo_lumo_gap_ev": [5.894, 8.765],
  "s2": 0.760,
  "multiplicity": 2,
  "energy_ev": -6775.409,
  "charge": 0,
  "symbols": ["C", "C", "C", "N", "H", "H", "H", "H", "H", "H", "H", "H", "O"],
  "positions_angstrom": [[1.09228, -0.29642, 0.57728], [0.73512, 0.47523, 1.60991], [0.72568, -0.96240, -1.66298], [0.21473, -0.37950, -0.54021], [2.12675, -0.60638, 0.48624], [-0.03203, 1.19541, 1.83984], [1.41067, 0.40255, 2.46689], [0.11895, -1.27152, -2.49900], [1.77742, -1.23183, -1.63629], [-0.78477, -0.09795, -0.46296], [-2.44455, 1.56619, -0.50582], [-2.80065, 0.49715, 0.50590], [-2.13959, 0.70948, -0.17880]],
  "forces_ev_per_angstrom": [[-2.81, 2.14, -1.06], [1.77, -0.31, 2.04], [0.31, -0.25, -0.67], [1.64, -0.87, 0.60], [-0.38, -0.76, -0.12], [-0.74, -0.42, -0.80], [0.10, 0.23, -0.25], [-0.18, 0.14, 0.16], [-0.28, 0.02, -0.10], [1.50, -0.28, 0.06], [0.28, -0.10, -0.15], [0.48, -0.12, -0.33], [-1.68, 0.59, 0.62]]
}

***

{
  "formula": "C3H8NO",
  "method": "ωB97M-V with the def2-TZVPD basis set",
  "e_lumo_ev": -5.0,
  "fmax_ev_per_a": 4.0,
  "homo_lumo_gap_ev": 9.362,
  "multiplicity": 1,
  "energy_ev": -6769.388,
  "charge": 1,
  "symbols": ["C", "C", "C", "N", "O", "H", "H", "H", "H", "H", "H", "H", "H"],
  "positions_angstrom": [[2.69275, -0.49874, 1.30376], [-1.97563, -0.32906, 0.28197], [-0.60048, 1.06581, -1.01119], [-0.78782, -0.05581, -0.13923], [1.71753, -0.80328, 0.65319], [3.39446, -1.24222, 1.63989], [2.65032, 0.45907, 1.87157], [-0.08390, -0.87613, -0.12245], [-2.56351, 0.50034, 0.01810], [-2.25404, -1.20880, 0.84644], [-1.40332, 1.77820, -0.86567], [0.37116, 1.51989, -1.01217], [-0.55421, 0.49702, -1.93850]],
  "forces_ev_per_angstrom": [[-2.08, 0.33, 1.59], [2.19, 0.83, -0.17], [0.79, -0.68, -1.20], [-0.43, -3.78, 1.24], [0.55, 0.02, -0.57], [0.96, -0.37, -0.38], [0.66, -0.03, -0.63], [-0.59, 2.15, 0.32], [-1.98, 0.42, 0.41], [0.09, -0.04, -0.20], [0.01, 0.03, -0.42], [0.48, 0.24, 0.92], [-0.65, 0.90, -0.90]]
}

***

{
  "formula": "C3H8NO",
  "method": "ωB97M-V with the def2-TZVPD basis set",
  "e_lumo_ev": -3.7,
  "fmax_ev_per_a": 3.2,
  "homo_lumo_gap_ev": 11.518,
  "smiles": "OC1C[NH2+]C1",
  "multiplicity": 1,
  "energy_ev": -6769.816,
  "charge": 1,
  "symbols": ["O", "C", "C", "N", "C", "H", "H", "H", "H", "H", "H", "H", "H"],
  "positions_angstrom": [[1.91164, 0.05880, 0.41749], [0.88554, 0.02559, -0.46262], [-0.12633, 1.11930, -0.06190], [-1.04844, 0.12774, 0.52469], [-0.16418, -1.08506, 0.01942], [2.49162, -0.64613, 0.11176], [1.22560, 0.09248, -1.44888], [0.17616, 1.74479, 0.80091], [-0.48369, 1.79674, -0.85677], [-1.19926, 0.29567, 1.49812], [-1.95055, 0.23632, 0.09790], [-0.48187, -1.66007, -0.81188], [-0.07392, -1.71373, 0.84526]],
  "forces_ev_per_angstrom": [[1.88, -0.09, 0.63], [-1.89, 0.09, 2.60], [1.32, 1.29, 0.53], [-1.14, -0.67, -2.29], [-0.22, 2.87, -1.00], [0.71, 0.08, 0.51], [0.05, -0.53, -1.80], [0.54, -0.17, -0.87], [-0.39, -0.75, 0.37], [0.24, -0.57, 0.99], [-0.83, -0.49, -0.27], [-1.51, -0.18, -0.70], [1.26, -0.90, 1.30]]
}

***

{
  "formula": "C3H8NO2",
  "method": "ωB97M-V with the def2-TZVPD basis set",
  "e_lumo_ev": 3.7,
  "fmax_ev_per_a": 3.5,
  "homo_lumo_gap_ev": 5.951,
  "smiles": "[O-]CNCCO",
  "multiplicity": 1,
  "energy_ev": -8824.326,
  "charge": -1,
  "symbols": ["O", "C", "N", "C", "C", "O", "H", "H", "H", "H", "H", "H", "H", "H"],
  "positions_angstrom": [[-1.07970, 0.06909, -2.04609], [-1.40450, -0.48553, -0.86707], [-1.23125, 0.26208, 0.40392], [0.15181, 0.20753, 0.94203], [1.19403, 0.25678, -0.21328], [2.51861, 0.71871, 0.09211], [-1.06489, -1.54770, -0.75927], [-2.55425, -0.65538, -0.84900], [-1.99469, 0.14451, 1.06006], [0.31420, 1.15861, 1.53927], [0.41726, -0.63505, 1.61100], [1.23992, -0.63343, -0.85350], [0.70095, 0.95154, -0.93821], [2.79250, 0.18824, 0.87801]],
  "forces_ev_per_angstrom": [[0.63, -0.04, 1.25], [-3.03, -0.52, -1.62], [2.01, 0.22, -0.27], [0.26, 1.19, 0.34], [-1.65, 1.06, -1.69], [-0.19, -0.84, 1.60], [0.67, 0.04, 0.30], [0.50, 0.04, 0.27], [0.49, -0.28, -0.01], [0.01, -0.95, -0.42], [-0.39, -0.13, -0.02], [-0.01, -0.30, 0.66], [0.79, -0.14, 0.50], [-0.08, 0.65, -0.89]]
}

***

Going through the records in order, we get energy above the lowest of the compared OMol25 structures with the same formula, charge and spin values of 0.149; 0.359; 0.520; 2.666; 0.658; 1.782; 1.354; 3.466 eV.